Entry from the OMol25 dataset: a single C3H3ClO2 molecule in a non-equilibrium geometry (the ωB97M-V functional and the def2-TZVPD basis).

## Properties
E, eV: -19774.46487
SMILES: O=C/C(Cl)=C/O
Frontier orbital gap (alpha / beta), eV: 8.417 / 8.418
F_max, Eh/bohr: 0.1539

The geometry in XYZ format:
```
9
Properties=species:S:1:pos:R:3:mulliken_charge:R:1
O -2.062 -1.786 0.124 -0.514
C -0.946 -1.346 0.139 -0.005
C -0.648 0.008 0.091 0.257
Cl -1.914 1.177 0.039 -0.143
C 0.880 0.426 0.006 -0.150
O 1.132 1.707 0.153 -0.402
H -0.046 -1.975 0.191 0.288
H 1.749 -0.150 -0.274 0.305
H 1.854 1.938 -0.468 0.363
```